(1)
23
Properties=species:S:1:pos:R:3:lowdin_charge:R:1 method="wB97M-V/def2-TZVPD" total_energy_ev=-11459.16510 charge=+1 e_above_lowest_ev=2.093 lumo_energy_ha=-0.116
N 0.3612 1.5609 1.1405 0.202
C 0.5142 0.0576 0.7583 -0.219
C 1.4015 0.2421 -0.5238 -0.358
C 1.5276 -1.2543 -1.0867 0.000
O 2.7041 0.6023 -0.1500 -0.015
C -0.8726 -0.4711 0.6753 -0.256
N -1.3775 -0.8290 2.0004 0.019
H 1.2130 2.0185 1.5389 0.187
H 0.0973 2.1450 0.3529 0.154
H -0.4338 1.6976 1.7957 0.170
H 1.0598 -0.3865 1.6068 0.168
H 0.9585 0.9045 -1.2649 0.151
H 2.0434 -1.7673 -0.2678 0.093
H 0.5713 -1.7949 -1.0664 0.074
H 1.9890 -1.3185 -2.0494 0.086
H 3.1982 -0.2243 -0.1604 0.096
H -1.1066 -1.1469 -0.1424 0.114
H -1.5517 0.3634 0.2490 0.143
H -1.4151 -1.8526 2.0266 0.091
H -2.3418 -0.6630 2.2529 0.080
H -3.4524 0.2829 -2.3888 0.049
H -2.5846 1.3793 -2.7866 0.041
O -2.5029 0.4541 -2.5100 -0.071


(2)
94
Properties=species:S:1:pos:R:3:mulliken_spin:R:1 method="wB97M-V/def2-TZVPD" total_energy_ev=-77714.48448 multiplicity=2 charge=+3 lumo_energy_ha="-0.356 / -0.351"
Re -0.5467 -0.9525 -0.6343 0.726
C -1.9288 3.7990 2.8781 0.000
N -1.0099 2.9259 2.1956 0.000
C 0.3387 3.0407 2.1267 0.003
C 0.7753 2.0364 1.3014 0.008
N -0.2830 1.3080 0.8771 0.030
C -1.3527 1.8597 1.4363 0.017
P -3.0794 1.3422 1.1484 0.000
C -2.8399 1.2733 -0.6705 0.016
N -1.8435 0.6709 -1.3350 0.021
C -1.9830 1.0213 -2.6428 0.007
C -3.0591 1.8553 -2.7647 0.000
N -3.5845 2.0032 -1.5246 0.000
C -4.7592 2.7710 -1.2055 0.000
C -2.8446 -0.4495 1.4857 0.034
N -1.9980 -1.3142 0.9065 0.051
C -2.2324 -2.5266 1.4794 0.008
C -3.2184 -2.3923 2.4155 0.002
N -3.5925 -1.0901 2.4058 0.007
C -4.6032 -0.4975 3.2432 0.000
H -1.3723 4.5285 3.4615 0.000
H -2.5480 4.3319 2.1532 0.000
H -2.5801 3.2333 3.5467 0.000
H 0.8905 3.7924 2.6523 0.000
H 1.7787 1.8074 1.0040 -0.001
H -1.3467 0.6446 -3.4199 0.002
H -3.4659 2.3375 -3.6306 0.000
H -5.1443 3.2295 -2.1145 0.000
H -5.5385 2.1315 -0.7886 0.000
H -4.5342 3.5562 -0.4835 0.000
H -1.6950 -3.4076 1.1858 0.002
H -3.6658 -3.1184 3.0635 0.000
H -4.9178 -1.2217 3.9936 0.000
H -4.2049 0.3841 3.7482 0.000
H -5.4746 -0.2017 2.6540 0.000
F -5.4138 -2.5177 -2.5618 -0.002
C -4.1509 -2.8879 -2.3791 -0.022
C -3.2640 -1.9417 -1.8795 0.034
C -1.9391 -2.2661 -1.6304 -0.059
C -1.5075 -3.5898 -1.8620 0.041
C -2.4332 -4.5144 -2.3699 -0.016
F -2.0677 -5.7759 -2.5834 -0.001
C -3.7499 -4.1849 -2.6406 0.035
C -0.1146 -3.9080 -1.5580 0.002
C 0.5376 -5.0797 -1.9522 0.008
C 1.8730 -5.2649 -1.6442 0.000
C 2.5482 -4.2611 -0.9654 0.000
C 1.8541 -3.1140 -0.6314 0.003
N 0.5594 -2.9404 -0.8937 -0.033
H -3.6696 -0.9607 -1.6824 0.016
H -4.4317 -4.9283 -3.0259 0.001
H 0.0228 -5.8381 -2.5150 0.001
H 2.3864 -6.1626 -1.9517 0.000
H 3.5913 -4.3436 -0.7067 0.000
H 2.3791 -2.2927 -0.1645 0.006
C 3.5784 0.9506 4.7307 0.000
C 2.9937 -0.3810 5.1861 0.000
C 1.5062 -0.2704 5.5120 0.000
C 3.2516 -1.4840 4.1364 0.000
N 2.4953 -1.2571 2.9371 -0.001
C 1.2359 -1.6099 2.6259 0.005
N 0.9752 -1.1461 1.4186 0.048
N 2.0814 -0.5192 1.0171 0.004
N 2.9775 -0.5782 1.9081 0.001
H 3.3792 1.7179 5.4728 0.000
H 3.1521 1.2687 3.7804 0.000
H 4.6554 0.8724 4.6146 0.000
H 3.5240 -0.7002 6.0859 0.000
H 0.9417 0.1477 4.6764 0.000
H 1.3629 0.3827 6.3666 0.000
H 1.0969 -1.2431 5.7750 0.000
H 2.9792 -2.4617 4.5412 0.000
H 4.3078 -1.4885 3.8557 0.000
H 0.5761 -2.1836 3.2391 0.000
N 4.9024 6.9199 -5.1968 0.001
C 4.4721 5.9333 -4.8139 0.000
C 3.9361 4.7110 -4.3382 0.002
C 2.7802 4.7163 -3.5539 -0.002
C 2.2442 3.5161 -3.1350 0.003
C 2.8609 2.3125 -3.4794 -0.003
C 4.0303 2.3150 -4.2379 0.002
C 4.5676 3.5115 -4.6740 -0.001
N 2.2631 1.0952 -3.0904 0.008
C 2.3657 -0.1072 -3.7386 0.000
C 1.5350 -0.9742 -3.0996 0.014
N 0.9263 -0.3213 -2.0563 -0.055
C 1.3991 0.9208 -2.0813 0.018
H 2.3037 5.6507 -3.2975 0.000
H 1.3266 3.5197 -2.5704 0.000
H 4.5319 1.3946 -4.4912 0.000
H 5.4655 3.5249 -5.2768 0.000
H 2.9882 -0.2617 -4.5944 0.000
H 1.3380 -2.0008 -3.3426 0.002
H 1.1503 1.6718 -1.3579 0.009


(3)
11
Properties=species:S:1:pos:R:3:lowdin_charge:R:1 method="wB97M-V/def2-TZVPD" total_energy_ev=-22293.46320 e_above_lowest_ev=1.104 smiles="N[C@@](O)(Cl)C(=O)O" lumo_energy_ha=0.020
C 0.8362 0.2694 -0.8615 -0.570
C -0.4288 0.1265 0.0014 -0.876
N -0.0549 -0.4632 1.2237 0.029
O 0.9137 -0.2255 -1.9318 0.163
O 1.7359 0.9833 -0.1929 0.090
O -1.5756 -0.7181 -0.5769 -0.085
Cl -1.0421 1.7211 0.2995 0.767
H 1.4210 1.1732 0.7491 0.132
H 0.7255 -1.0834 1.1985 0.088
H -0.9282 -0.9825 1.6475 0.162
H -1.6028 -0.8009 -1.5565 0.099


(4)
17
Properties=species:S:1:pos:R:3:lowdin_charge:R:1 method="wB97M-V/def2-TZVPD" total_energy_ev=-9902.87871 e_above_lowest_ev=2.725 smiles="CN1CC=C[C@H]1C=O" lumo_energy_ha=0.037
C -1.4259 -0.6563 -1.2281 -0.037
C -0.6261 -1.2441 1.0609 -0.196
C 0.5196 -0.5452 1.9015 -0.044
C 0.7869 0.6699 1.4757 -0.005
C -0.0744 0.8317 0.1661 -0.264
C 0.6940 1.1482 -1.2449 -0.193
H -2.3702 -1.1406 -1.2245 0.079
H -1.5622 0.2458 -1.8463 0.092
H -0.7233 -1.0950 -1.8691 0.060
H -0.3127 -2.2392 0.7613 0.106
H -1.5035 -1.4613 1.7507 0.124
H 0.8721 -0.9653 2.8453 0.101
H 1.4805 1.3344 1.9270 0.090
H -0.8187 1.6170 0.1934 0.120
H 0.5333 2.1839 -1.5542 0.109
N -0.8296 -0.3295 0.0648 -0.215
O 1.3709 0.3252 -1.7781 0.072


(5)
117
Properties=species:S:1:pos:R:3:mulliken_spin:R:1 method="wB97M-V/def2-TZVPD" total_energy_ev=-91530.80268 multiplicity=3 lumo_energy_ha=-0.027
C -2.3597 1.5932 2.7206 0.009
C -2.7848 1.4244 1.4743 -0.005
C -3.3385 1.6956 -0.0031 0.002
C -4.2900 2.9086 -0.3889 -0.001
N -4.6667 3.8287 0.7029 -0.001
C -6.0874 3.6408 1.1491 0.000
C -6.2881 4.0084 2.7132 0.000
C -4.8249 3.1779 -1.8568 0.000
C -5.7745 4.3931 -2.2918 0.001
F -5.4791 4.9033 -3.6220 0.000
F -7.1429 3.8925 -2.2085 0.000
F -5.6849 5.5485 -1.4246 0.000
C -4.4031 2.1395 -2.9746 -0.001
O -4.8189 2.1897 -4.3495 0.000
C -3.4413 0.9303 -2.5797 0.001
C -2.8833 0.6587 -1.1365 -0.003
N -1.9597 -0.4255 -0.7277 0.000
C -0.5173 -0.0040 -0.7421 0.001
C 0.3392 -0.9052 -1.8113 0.000
O 0.9634 -1.9393 -1.3918 0.000
F 0.3173 -0.5220 -3.2003 0.000
C -2.2035 -1.7041 -1.4452 0.001
C -1.9242 -3.0403 -0.6063 0.002
C -1.4058 -2.9061 0.9226 -0.001
C -2.2280 -3.8042 1.9843 0.000
C -1.9611 -3.2202 3.4697 0.000
C -3.2399 -2.4779 4.1247 0.000
C -2.1300 -4.4579 -1.3232 -0.001
C -1.8381 -5.8512 -0.5742 0.000
C -1.6143 -7.1096 -1.5478 0.000
O -2.3578 -8.1410 -1.3299 0.000
C -2.6139 -4.5366 -2.8435 -0.001
C -2.8887 -3.2181 -3.7065 0.000
I -3.4897 -3.2376 -5.7982 0.000
C -2.6660 -1.8499 -2.9532 -0.001
S -2.9335 -0.2653 -3.9315 0.000
H -2.2987 1.5204 3.8759 0.000
H -3.9920 3.8175 1.4844 -0.001
H -6.4716 2.5980 0.8534 0.000
H -6.7324 4.4053 0.5489 0.000
H -5.9185 5.0734 2.9289 0.000
H -7.4232 3.9918 2.9187 0.000
H -5.8139 3.1944 3.3745 0.000
H -4.1892 2.7299 -4.8870 0.000
H -0.4567 1.0982 -1.0702 0.001
H -0.0756 -0.1644 0.3238 0.000
H -0.2873 -3.2429 0.9113 0.000
H -1.4017 -1.8270 1.3189 0.000
H -1.7442 -4.8673 1.9675 0.000
H -3.3361 -3.9638 1.7207 0.000
H -1.5679 -4.0122 4.2234 0.000
H -1.0991 -2.4404 3.3778 0.000
H -3.1782 -1.3635 3.8544 0.000
H -4.2118 -2.9720 3.7571 0.000
H -3.1224 -2.5388 5.2824 0.000
H -2.6503 -6.0169 0.2336 0.000
H -0.8412 -5.7168 0.0218 0.000
H -0.8041 -7.0637 -2.3630 0.000
H -2.7898 -5.5350 -3.4021 0.000
C -0.2157 7.8972 1.9312 0.016
C -0.0496 6.5358 2.6683 0.020
C 1.3574 6.3591 3.2962 0.018
C 2.4635 5.9456 2.3314 -0.017
C 2.0226 4.7770 1.4613 0.019
C 0.6915 5.0675 0.7373 0.034
N -0.3978 5.4565 1.6911 0.315
O -0.7604 4.3425 2.4011 0.623
C 0.9472 6.1788 -0.3152 0.011
C 0.3003 3.8412 -0.1262 -0.040
C -1.0285 6.6575 3.8775 -0.008
H -0.7154 7.7824 0.9646 -0.008
H -0.8594 8.5949 2.4761 0.001
H 0.7416 8.3982 1.7675 0.000
H 1.3052 5.5804 4.0676 0.001
H 1.6539 7.2764 3.8112 0.002
H 2.7634 6.7967 1.7135 0.000
H 3.3513 5.6585 2.9036 0.002
H 2.8122 4.5568 0.7334 0.001
H 1.9328 3.8784 2.0836 0.003
H 0.0346 6.4227 -0.8661 -0.005
H 1.6934 5.8514 -1.0469 0.000
H 1.3438 7.1017 0.1055 0.001
H 0.1714 2.9291 0.4631 0.007
H 1.0779 3.6256 -0.8665 -0.001
H -0.6290 4.0303 -0.6753 0.003
H -2.0716 6.7363 3.5564 -0.001
H -0.7926 7.5571 4.4580 0.001
H -0.9419 5.8185 4.5746 0.000
C 3.5233 -4.5101 -1.0050 0.024
C 4.8249 -3.6794 -1.2036 0.027
C 5.1554 -3.4258 -2.6972 0.022
C 5.8118 -4.5884 -3.4343 -0.018
C 6.9719 -5.1610 -2.6320 0.023
C 6.5488 -5.5405 -1.1975 0.024
N 5.9201 -4.3896 -0.4705 0.287
O 6.9017 -3.4763 -0.1868 0.625
C 5.5832 -6.7522 -1.2836 0.011
C 7.7722 -6.1127 -0.4376 -0.006
C 4.4535 -2.2788 -0.6205 -0.008
H 3.6452 -5.2898 -0.2467 -0.011
H 2.6922 -3.9066 -0.6267 -0.004
H 3.1872 -4.9804 -1.9326 0.001
H 5.8477 -2.5774 -2.7672 0.001
H 4.2518 -3.1244 -3.2333 0.002
H 5.0716 -5.3638 -3.6517 0.001
H 6.1781 -4.2383 -4.4046 0.002
H 7.3697 -6.0376 -3.1565 0.000
H 7.7899 -4.4308 -2.6103 0.003
H 5.2537 -7.0699 -0.2904 -0.005
H 6.0804 -7.6079 -1.7527 0.000
H 4.6972 -6.5679 -1.8896 0.001
H 8.6003 -5.4030 -0.3678 0.000
H 8.1646 -6.9985 -0.9476 0.000
H 7.4942 -6.4175 0.5771 0.000
H 4.2472 -2.3209 0.4532 -0.002
H 3.5528 -1.8956 -1.1142 0.001
H 5.2328 -1.5307 -0.7952 0.000


(6)
20
Properties=species:S:1:pos:R:3:lowdin_charge:R:1 method="wB97M-V/def2-TZVPD" total_energy_ev=-9942.85875 e_above_lowest_ev=1.338 smiles=C[C@H](N)CCO.O lumo_energy_ha=0.027
C -1.1741 0.0485 0.6343 -0.094
C 0.2969 0.3836 1.0039 -0.395
C 1.1928 -0.7478 0.4509 -0.164
C 2.5792 -0.9952 1.0179 -0.242
O 2.6562 -0.9677 2.4505 -0.072
N 0.5734 1.5824 0.1293 -0.008
H -1.6066 -0.5642 1.4234 0.071
H -1.3180 -0.4325 -0.3489 0.079
H -1.8696 0.8777 0.4435 0.069
H 0.3707 0.7821 2.0133 0.127
H 0.4942 -1.5761 0.3095 0.103
H 1.3497 -0.3916 -0.5677 0.111
H 3.0561 -1.9306 0.7238 0.113
H 3.2180 -0.1908 0.6664 0.110
H 2.0320 -1.5970 2.7800 0.067
H 1.5477 1.8540 0.2272 0.064
H 0.0281 2.3918 0.3949 0.060
H -5.0901 -0.2394 -5.0925 0.021
H -4.4182 0.6491 -4.1545 0.035
O -5.1750 0.6465 -4.7543 -0.056